1.
Here is an isolated ion of composition C4H3O2S and charge -1 at a distorted geometry from the Open Molecules 2025 dataset. Energies are from wB97M-V/def2-TZVPD.

XYZ file:
```
10
C4H3O2S (wB97M-V/def2-TZVPD)
O -1.813 2.737 0.187
C -1.696 1.521 -0.032
O -2.381 0.651 -0.583
C -0.184 0.875 0.383
C -0.155 -0.622 0.181
C -0.012 0.029 1.497
S 0.010 -0.105 3.102
H 0.371 1.627 -0.051
H 0.468 -1.182 -0.366
H -1.142 -0.825 -0.236
```

As for the charge: -1. As for the orbital gap: 7.92 eV. For the energy above the lowest of the compared OMol25 structures with the same formula, charge and spin, the calculation gives 93.5 kJ/mol. As for the spin multiplicity: 1.

=====

2.
Here is a 2-piece molecular cluster, CH3ClINO overall at a distorted geometry from the Open Molecules 2025 dataset. Energies are from wB97M-V/def2-TZVPD.

XYZ file:
```
8
CH3ClINO (wB97M-V/def2-TZVPD)
C -0.841 -0.618 -0.094
N 0.318 1.323 0.479
O -0.278 0.595 -0.482
Cl 1.030 2.645 -0.001
I 2.839 -1.342 0.028
H -0.072 -1.321 0.362
H -1.323 -0.939 -0.972
H -1.672 -0.342 0.679
```

As for the orbital gap (spin up / spin down): 10.01 / 5.52 eV. For the energy above the lowest of the compared OMol25 structures with the same formula, charge and spin, the calculation gives 91.1 kJ/mol. As for the spin multiplicity: 1.

=====

3.
Here is one molecule with the formula C4H6N2 at a distorted geometry from the Open Molecules 2025 dataset. Energies are from wB97M-V/def2-TZVPD.

XYZ file:
```
12
C4H6N2 (wB97M-V/def2-TZVPD)
C -0.587 -1.247 -0.202
C 0.332 -0.102 0.122
N 1.705 -0.235 -0.171
C 0.014 1.177 0.320
C -1.406 1.606 0.604
N -2.562 1.687 0.592
H -1.585 -1.080 0.215
H -0.675 -1.392 -1.282
H -0.180 -2.171 0.227
H 2.346 0.526 0.034
H 1.896 -0.741 -1.035
H 0.703 1.972 0.575
```

As for the orbital gap: 9.55 eV. For the energy above the lowest of the compared OMol25 structures with the same formula, charge and spin, the calculation gives 118.3 kJ/mol. As for the spin multiplicity: 1.

=====

4.
Here is C11H19Cl2N4O2RuS as an isolated structure at a distorted geometry from the Open Molecules 2025 dataset. Energies are from wB97M-V/def2-TZVPD.

XYZ file:
```
40
C11H19Cl2N4O2RuS (wB97M-V/def2-TZVPD)
Ru -0.626 -0.196 -0.113
N 0.333 1.871 -0.943
C 0.941 1.612 -2.249
C -0.115 1.010 -3.178
N -0.688 -0.232 -2.644
C -0.122 -1.465 -3.212
C 0.875 -2.120 -2.257
N 0.195 -2.385 -0.990
H -0.410 2.565 -1.046
H 1.024 2.255 -0.299
H 1.786 0.929 -2.124
H 1.318 2.538 -2.700
H 0.344 0.831 -4.156
H -0.918 1.739 -3.307
H -1.692 -0.225 -2.816
H 0.382 -1.259 -4.161
H -0.932 -2.169 -3.407
H 1.726 -1.458 -2.071
H 1.256 -3.043 -2.713
H 0.828 -2.814 -0.317
H -0.585 -3.028 -1.139
O -0.389 -0.044 2.211
N 0.685 -0.137 2.925
C 0.598 -0.109 4.270
C 1.725 -0.171 5.057
C 2.984 -0.259 4.456
C 3.067 -0.306 3.084
C 1.901 -0.258 2.317
S 1.963 -0.347 0.609
H -0.405 -0.025 4.663
H 1.635 -0.137 6.132
H 3.880 -0.293 5.054
H 4.011 -0.367 2.566
Cl -5.135 1.113 1.223
C -4.374 2.139 0.001
Cl -2.683 1.656 -0.286
H -4.364 3.174 0.345
H -4.909 2.045 -0.945
O -2.824 -1.257 1.573
C -2.290 -1.376 0.587
```

As for the charge: +2. As for the orbital gap (spin up / spin down): 5.53 / 6.92 eV. As for the spin multiplicity: 2.

=====

5.
Here is C2H4Cl4O as an isolated structure at a distorted geometry from the Open Molecules 2025 dataset. Energies are from wB97M-V/def2-TZVPD.

XYZ file:
```
11
C2H4Cl4O (wB97M-V/def2-TZVPD)
Cl 1.383 0.937 -1.531
Cl -2.432 0.579 0.550
Cl 0.028 1.811 1.343
Cl -1.442 2.527 -1.087
C -0.045 0.210 -0.738
C -0.947 1.249 -0.033
H -0.637 -0.322 -1.508
H 0.397 -0.552 -0.067
O 0.890 -2.343 0.951
H 1.422 -1.807 0.320
H 1.382 -2.287 1.801
```

As for the orbital gap: 11.42 eV. For the energy above the lowest of the compared OMol25 structures with the same formula, charge and spin, the calculation gives 14.5 kJ/mol. As for the spin multiplicity: 1.

=====

6.
Here is C58H53IrP3Si2 as an isolated structure at a distorted geometry from the Open Molecules 2025 dataset. Energies are from wB97M-V/def2-TZVPD.

XYZ file:
```
117
C58H53IrP3Si2 (wB97M-V/def2-TZVPD)
Ir 0.113 -0.779 0.186
C -0.560 -1.995 -4.033
C -1.503 -1.495 -3.159
C -1.346 -0.216 -2.619
C -0.256 0.579 -2.980
C 0.702 0.049 -3.846
C 0.551 -1.223 -4.367
P -0.219 2.309 -2.355
C -0.829 3.236 -3.811
C -1.708 4.285 -3.554
C -2.279 5.008 -4.594
C -1.980 4.681 -5.906
C -1.102 3.638 -6.177
C -0.530 2.922 -5.139
C 1.597 2.560 -2.328
C 2.306 3.226 -3.319
C 3.695 3.268 -3.291
C 4.384 2.634 -2.272
C 3.677 2.012 -1.249
C 2.284 1.983 -1.238
Si 1.331 1.303 0.239
C 2.451 1.159 1.783
C 3.433 2.060 2.192
C 4.003 1.969 3.452
C 3.583 0.998 4.358
C 2.611 0.090 3.991
C 2.084 0.145 2.693
P 0.894 -1.010 2.055
C -0.782 -2.759 0.105
C -2.111 -2.959 -0.285
C -2.720 -4.207 -0.279
C -2.000 -5.330 0.104
C -0.665 -5.179 0.444
C -0.082 -3.918 0.444
C 0.579 -2.323 3.213
C -0.733 -2.797 3.320
C -1.018 -3.853 4.165
C 0.005 -4.471 4.870
C 1.315 -4.028 4.742
C 1.608 -2.951 3.924
C 0.178 2.677 0.840
C 0.600 3.996 1.030
C -0.248 4.945 1.571
C -1.536 4.588 1.963
C -1.972 3.289 1.787
C -1.123 2.343 1.207
P -1.719 0.632 0.955
C -2.284 0.271 2.677
C -1.419 0.654 3.706
C -1.715 0.369 5.027
C -2.888 -0.302 5.347
C -3.769 -0.654 4.338
C -3.474 -0.366 3.009
C -3.242 0.825 -0.030
C -4.173 -0.211 -0.141
C -5.303 -0.064 -0.928
C -5.514 1.113 -1.631
C -4.590 2.142 -1.539
C -3.461 2.001 -0.745
H -0.678 -2.986 -4.452
H -2.363 -2.091 -2.890
H -2.130 0.204 -1.996
H 1.578 0.631 -4.107
H 1.299 -1.618 -5.042
H -1.943 4.543 -2.528
H -2.955 5.825 -4.377
H -2.427 5.236 -6.720
H -0.869 3.379 -7.201
H 0.144 2.107 -5.368
H 1.775 3.714 -4.126
H 4.234 3.788 -4.073
H 5.466 2.638 -2.260
H 4.230 1.549 -0.439
H 3.741 2.859 1.528
H 4.765 2.678 3.749
H 4.011 0.960 5.350
H 2.267 -0.646 4.701
H -2.683 -2.117 -0.648
H -3.757 -4.305 -0.582
H -2.467 -6.307 0.116
H -0.070 -6.045 0.708
H 0.967 -3.851 0.715
H -1.521 -2.347 2.734
H -2.036 -4.207 4.252
H -0.214 -5.312 5.515
H 2.113 -4.523 5.279
H 2.633 -2.621 3.830
H 1.603 4.287 0.738
H 0.090 5.966 1.697
H -2.195 5.324 2.406
H -2.973 3.008 2.098
H -0.530 1.234 3.479
H -1.035 0.682 5.809
H -3.118 -0.535 6.378
H -4.701 -1.149 4.578
H -4.193 -0.628 2.250
H -4.024 -1.142 0.385
H -6.018 -0.874 -0.992
H -6.394 1.226 -2.250
H -4.741 3.059 -2.094
H -2.741 2.805 -0.697
C 4.456 -1.808 -1.991
Si 3.239 -2.501 -0.744
C 3.970 -2.276 0.965
C 3.011 -4.336 -1.055
C 1.634 -1.557 -1.045
H 5.471 -2.173 -1.818
H 4.477 -0.716 -1.943
H 4.173 -2.088 -3.008
H 4.877 -2.878 1.056
H 3.277 -2.624 1.734
H 4.229 -1.236 1.179
H 3.955 -4.792 -1.359
H 2.283 -4.515 -1.848
H 2.663 -4.866 -0.167
H 1.044 -2.201 -1.707
H 1.972 -0.696 -1.627
```

As for the charge: +1. As for the orbital gap: 5.71 eV. As for the spin multiplicity: 1.